Below is 2 unconnected molecules or ions with the total composition C5H12N6 in a non-equilibrium geometry, with properties calculated with ωB97M-V with the def2-TZVPD basis set.

Properties
Total charge: +2
E_tot: -14299.86618 eV
Lowest unoccupied orbital energy: -9.342 eV
Kohn-Sham gap: 3.9059 eV
Energy relative to the best compared isomer or geometry (same formula, charge and spin): 73.1 kcal/mol

Each line ends with the Löwdin charge.
CARTESIAN COORDINATES (ANGSTROEM)
C1 -2.262 -1.124 -0.379  -0.277
C2 -2.068 0.806 1.068  -0.133
C3 3.502 1.568 -1.030  -0.067
C4 -0.156 -0.025 -0.150  0.034
C5 4.078 -0.663 -0.173  -0.108
N1 3.233 0.474 -0.475  -0.113
N2 -2.765 -0.248 0.480  0.257
N3 -0.975 -0.897 -0.782  0.160
N4 -0.706 0.757 0.727  0.159
N5 -2.939 -2.154 -0.797  0.326
N6 -2.635 1.700 1.883  0.319
H1 4.217 1.650 -1.819  0.066
H2 3.035 2.508 -0.900  0.045
H3 5.082 -0.421 -0.269  0.061
H4 3.859 -1.511 -0.829  0.085
H5 3.774 -0.866 0.802  0.050
H6 -3.759 -0.362 0.625  0.204
H7 -0.459 -1.599 -1.339  0.198
H8 -0.042 1.274 1.208  0.148
H9 -3.714 -2.502 -0.236  0.182
H10 -2.617 -2.741 -1.439  0.107
H11 -3.599 1.894 1.759  0.155
H12 -2.082 2.482 2.066  0.142


Below is C4H8N2O in the gas phase, with properties calculated with ωB97M-V with the def2-TZVPD basis set.

Properties
Total charge: 0
E_tot: -9304.51280 eV
Lowest unoccupied orbital energy: 0.929 eV
SMILES string: NC(=O)CN1CC1
Kohn-Sham gap: 9.9580 eV
Energy relative to the best compared isomer or geometry (same formula, charge and spin): 43.4 kcal/mol

Each line ends with the Löwdin charge.
CARTESIAN COORDINATES (ANGSTROEM)
N1 -1.824 -1.433 -0.310  0.167
C1 -1.266 -0.201 -0.465  -0.547
O1 -1.206 0.363 -1.546  0.039
C2 -0.672 0.405 0.801  -0.124
N2 0.789 0.318 0.881  -0.102
C3 1.582 1.211 0.060  -0.144
C4 1.566 -0.246 -0.214  -0.144
H1 -2.110 -1.931 -1.139  0.110
H2 -1.732 -1.951 0.549  0.100
H3 -0.963 1.459 0.831  0.128
H4 -1.092 -0.080 1.692  0.109
H5 1.059 1.835 -0.663  0.110
H6 2.424 1.682 0.565  0.100
H7 1.055 -0.542 -1.129  0.098
H8 2.390 -0.888 0.086  0.100


Below is 7 unconnected molecules or ions with the total composition C27H58B3IO11P2, with properties calculated with ωB97M-V with the def2-TZVPD basis set.

Properties
Total charge: 0
E_tot: -80175.09219 eV
Lowest unoccupied orbital energy: -0.067 eV
SMILES string: CCCB1OB([PH2]=O)OB(P(O)I)O1.C1CCOC1.C1CCOC1.C1CCOC1.C1CCOC1.C1CCOC1.C1CCOC1
Kohn-Sham gap: 8.2056 eV
Energy relative to the best compared isomer or geometry (same formula, charge and spin): 0.0 kcal/mol

Each line ends with the Löwdin charge.
CARTESIAN COORDINATES (ANGSTROEM)
C1 -1.349 3.993 -6.444  -0.086
C2 0.163 4.274 -6.406  -0.252
C3 1.004 3.001 -6.245  -0.074
B1 0.731 2.248 -4.910  -0.519
O1 0.738 0.860 -4.803  0.287
B2 0.887 0.402 -3.516  -0.591
P1 -0.145 -1.083 -2.832  0.791
O2 -1.590 -0.718 -2.926  -0.453
O3 1.619 1.205 -2.641  0.175
B3 1.079 2.482 -2.591  -0.772
P2 1.104 3.365 -0.836  0.526
O4 2.173 4.628 -1.025  -0.421
I1 -1.053 4.464 -1.007  0.558
O5 0.495 2.970 -3.734  0.214
H1 -1.902 4.741 -5.876  0.067
H2 -1.594 3.012 -6.030  0.075
H3 -1.730 4.020 -7.465  0.072
H4 0.453 4.758 -7.342  0.102
H5 0.398 4.986 -5.615  0.105
H6 2.069 3.268 -6.257  0.122
H7 0.852 2.332 -7.096  0.118
H8 0.297 -1.271 -1.509  0.018
H9 0.210 -2.264 -3.511  0.002
H10 2.889 4.407 -1.631  0.042
C4 2.543 0.716 1.929  -0.170
C5 2.198 -0.177 3.119  -0.161
C6 0.843 -0.733 2.699  -0.190
O6 0.868 -0.815 1.271  -0.147
C7 1.992 -0.095 0.765  -0.219
H11 3.606 0.931 1.828  0.111
H12 2.007 1.665 2.004  0.100
H13 2.927 -0.985 3.213  0.111
H14 2.153 0.355 4.068  0.112
H15 0.028 -0.065 2.991  0.098
H16 0.642 -1.723 3.110  0.119
H17 2.727 -0.814 0.380  0.115
H18 1.658 0.530 -0.064  0.072
C8 4.315 -3.229 -3.163  -0.156
C9 5.039 -2.050 -2.517  -0.155
C10 4.072 -0.906 -2.781  -0.191
O7 2.761 -1.485 -2.784  -0.216
C11 2.864 -2.918 -2.830  -0.197
H19 4.635 -4.200 -2.789  0.101
H20 4.465 -3.214 -4.246  0.119
H21 5.144 -2.217 -1.443  0.116
H22 6.028 -1.862 -2.931  0.114
H23 4.256 -0.441 -3.756  0.126
H24 4.103 -0.129 -2.017  0.117
H25 2.584 -3.318 -1.851  0.127
H26 2.169 -3.303 -3.575  0.104
C12 7.860 -7.373 -3.936  -0.169
C13 7.145 -8.401 -3.060  -0.169
C14 6.399 -7.503 -2.082  -0.203
O8 6.086 -6.307 -2.799  -0.160
C15 6.812 -6.272 -4.029  -0.210
H27 8.153 -7.757 -4.912  0.112
H28 8.754 -7.004 -3.430  0.114
H29 6.439 -8.980 -3.659  0.114
H30 7.819 -9.095 -2.561  0.111
H31 7.025 -7.249 -1.221  0.117
H32 5.471 -7.945 -1.715  0.117
H33 6.119 -6.455 -4.857  0.118
H34 7.244 -5.278 -4.154  0.115
C16 -5.268 3.958 -3.837  -0.168
C17 -6.158 3.382 -2.738  -0.168
C18 -5.245 3.486 -1.523  -0.205
O9 -4.425 4.636 -1.741  -0.216
C19 -4.546 5.074 -3.094  -0.216
H35 -5.819 4.320 -4.705  0.110
H36 -4.554 3.204 -4.174  0.113
H37 -7.045 4.005 -2.603  0.112
H38 -6.483 2.361 -2.929  0.112
H39 -4.604 2.603 -1.435  0.119
H40 -5.788 3.617 -0.586  0.116
H41 -5.121 6.006 -3.117  0.117
H42 -3.548 5.274 -3.488  0.098
C20 -3.716 1.936 3.972  -0.165
C21 -3.818 2.390 5.427  -0.164
C22 -2.931 1.369 6.127  -0.211
O10 -1.914 1.009 5.190  -0.144
C23 -2.260 1.498 3.892  -0.214
H43 -3.959 2.713 3.249  0.111
H44 -4.378 1.086 3.797  0.115
H45 -3.403 3.395 5.537  0.113
H46 -4.835 2.394 5.816  0.111
H47 -3.503 0.476 6.398  0.108
H48 -2.457 1.764 7.028  0.114
H49 -1.609 2.344 3.647  0.120
H50 -2.093 0.710 3.158  0.107
C24 -5.325 -1.644 10.188  -0.170
C25 -4.562 -0.397 10.632  -0.169
C26 -4.300 0.289 9.298  -0.219
O11 -5.401 -0.045 8.452  -0.151
C27 -6.168 -1.094 9.045  -0.205
H51 -5.928 -2.092 10.976  0.110
H52 -4.629 -2.399 9.818  0.114
H53 -5.196 0.229 11.264  0.113
H54 -3.645 -0.615 11.178  0.111
H55 -3.376 -0.078 8.837  0.111
H56 -4.236 1.376 9.379  0.119
H57 -7.112 -0.680 9.415  0.116
H58 -6.394 -1.839 8.281  0.116


Below is 2 unconnected molecules or ions with the total composition C10H16 in a non-equilibrium geometry, with properties calculated with ωB97M-V with the def2-TZVPD basis set.

Properties
Total charge: 0
E_tot: -10628.72674 eV
Lowest unoccupied orbital energy: 1.006 eV
SMILES string: CCc1ccccc1.CC
Kohn-Sham gap: 9.9982 eV
Energy relative to the best compared isomer or geometry (same formula, charge and spin): 23.4 kcal/mol

Each line ends with the Löwdin charge.
CARTESIAN COORDINATES (ANGSTROEM)
C1 1.719 -2.207 -0.174  -0.088
C2 1.287 -1.132 -1.236  -0.205
C3 1.032 0.212 -0.626  -0.233
C4 1.147 1.273 -1.550  -0.047
C5 0.855 2.579 -1.171  -0.091
C6 0.522 2.890 0.136  -0.090
C7 0.374 1.833 1.028  -0.100
C8 0.544 0.512 0.635  -0.083
H1 2.171 -1.724 0.689  0.064
H2 2.519 -2.788 -0.632  0.063
H3 0.871 -2.840 0.063  0.062
H4 1.905 -1.161 -2.134  0.103
H5 0.386 -1.576 -1.685  0.108
H6 1.808 1.186 -2.405  0.110
H7 0.898 3.365 -1.918  0.101
H8 0.284 3.852 0.563  0.099
H9 0.275 2.029 2.090  0.107
H10 0.512 -0.262 1.395  0.111
C9 -2.285 -1.484 0.622  -0.149
C10 -2.583 -0.066 1.112  -0.166
H11 -2.132 -2.205 1.422  0.068
H12 -2.995 -1.772 -0.149  0.065
H13 -1.347 -1.449 0.094  0.022
H14 -1.945 0.113 1.980  0.052
H15 -3.603 0.136 1.432  0.062
H16 -2.220 0.687 0.419  0.056